Density functional theory data (ωB97M-V/def2-TZVPD) for C17H20BCl2IrN6 as an isolated structure.

Geometry as ORCA input:
```
! wB97M-V def2-TZVPD RIJCOSX def2/J DEFGRID3
* xyz 3 2
Ir 0.09338 -0.11656 -0.06047
C 4.37233 -0.68612 -0.20598
C 3.11185 -0.90482 -0.73768
N 2.20976 -0.23563 -0.00924
N 2.84947 0.39181 0.99663
C 4.15670 0.14711 0.89131
B 2.11834 1.32454 1.97620
N 1.02473 0.55115 2.72155
C 0.81388 0.45030 4.03576
C -0.39145 -0.21820 4.25039
C -0.86853 -0.50167 2.97902
N -0.00239 -0.03091 2.07514
N 1.40029 2.37234 1.10170
C 1.56448 3.68563 1.05909
C 0.73300 4.21203 0.05345
C 0.08157 3.10812 -0.48096
N 0.48960 2.01027 0.15859
H 5.31341 -1.05419 -0.57449
H 2.84261 -1.47095 -1.61437
H 4.87386 0.56370 1.57943
H 2.87839 1.82675 2.72664
H 1.50583 0.84100 4.76403
H -0.86044 -0.45011 5.19052
H -1.77949 -1.00693 2.70419
H 2.24667 4.20257 1.71520
H 0.63310 5.24099 -0.24718
H -0.64497 3.08029 -1.27453
C -0.70667 -0.13700 -3.91258
C -1.39815 0.03207 -2.61552
C -2.24602 1.13759 -2.38297
C -2.99321 1.23498 -1.22364
C -2.91404 0.23897 -0.23307
C -2.08308 -0.87332 -0.41420
C -1.29788 -0.97097 -1.60520
H -1.45038 -0.25441 -4.71058
H -0.05659 -1.00781 -3.93474
H -0.15074 0.75907 -4.20035
H -2.35427 1.88866 -3.15746
H -3.67602 2.06494 -1.09049
H -3.54974 0.30456 0.64137
H -2.20902 -1.74421 0.21982
H -0.88474 -1.93165 -1.90223
Cl 3.13832 -4.22359 0.48593
C 1.41035 -4.28086 0.15904
Cl 0.56496 -2.85179 0.81132
H 0.98213 -5.14617 0.66158
H 1.24720 -4.34057 -0.91300
*
```

The expectation value of S² is 0.78. As for the HOMO-LUMO gap (spin up / spin down): 5.75 / 4.10 eV. The LUMO energy (spin up / spin down) is -13.07 / -14.58 eV. The molar mass comes out at 582.32 g/mol. The highest occupied orbital energy (spin up / spin down) is -18.812 / -18.684 eV. The energy relative to the best compared isomer or geometry (same formula, charge and spin) is 2.015 eV.

***

Density functional theory data (ωB97M-V/def2-TZVPD) for the molecule C17H20Cl2N2O4S2.

Geometry as ORCA input:
```
! wB97M-V def2-TZVPD RIJCOSX def2/J DEFGRID3
* xyz 0 1
O 0.29897 -1.15594 0.04100
S 1.67064 -1.29076 -0.37305
O 2.08177 -2.53494 -0.94481
C 2.66926 -0.93732 1.04190
C 2.25249 -0.47457 2.25280
C 3.32462 -0.29283 3.15193
C 4.52301 -0.62024 2.59727
S 4.36834 -1.16008 0.97096
N 2.19518 -0.07334 -1.40389
C 1.72406 1.24906 -1.04972
C 0.25429 1.43745 -1.41548
N 0.03373 1.13166 -2.82043
C -1.32692 1.39969 -3.23514
C -2.43273 0.49278 -2.62755
O -3.15218 -0.20362 -3.61921
C -3.41855 1.27964 -1.73695
O -2.81801 1.85174 -0.59840
C -2.44757 1.06318 0.44210
C -2.72204 -0.29281 0.57361
C -2.26890 -0.98387 1.68662
Cl -2.59021 -2.66486 1.80145
C -1.56398 -0.35299 2.69586
C -1.29981 1.00101 2.57936
C -1.73162 1.69676 1.46842
Cl -1.37263 3.37486 1.30899
C 0.49122 -0.20724 -3.15993
C 1.97017 -0.35153 -2.80936
H 1.21670 -0.28432 2.46735
H 3.20614 0.06244 4.15924
H 5.49213 -0.57883 3.05334
H 1.85730 1.37921 0.02611
H 2.34865 1.97246 -1.58140
H -0.03831 2.47527 -1.24124
H -0.33219 0.78584 -0.75579
H -1.35758 1.28433 -4.32388
H -1.53439 2.44582 -2.99236
H -1.96472 -0.29021 -2.02350
H -3.57441 0.43152 -4.20955
H -4.25487 0.62527 -1.46060
H -3.81887 2.13332 -2.29506
H -3.26544 -0.83065 -0.18546
H -1.22450 -0.91033 3.55389
H -0.75220 1.52243 3.34899
H 0.34354 -0.35605 -4.23206
H -0.05526 -0.99511 -2.61727
H 2.30864 -1.37088 -2.99387
H 2.57454 0.35209 -3.38789
*
```

As for the HOMO-LUMO gap: 8.86 eV. The LUMO energy is 0.45 eV. The molar mass comes out at 451.40 g/mol. The highest occupied orbital energy is -8.404 eV. The energy relative to the best compared isomer or geometry (same formula, charge and spin) is 0.645 eV. The SMILES is O=S(=O)(c1cccs1)N1CCN(C[C@H](O)COc2cc(Cl)ccc2Cl)CC1.

***

Density functional theory data (ωB97M-V/def2-TZVPD) for C17H20Cl2N2O8V as an isolated structure.

Geometry as ORCA input:
```
! wB97M-V def2-TZVPD RIJCOSX def2/J DEFGRID3
* xyz -2 2
C 0.97460 -1.40588 -1.82830
C 1.73273 -1.88653 -0.69988
C 2.50218 -0.76201 -0.18161
C 1.83397 -3.28005 -0.22160
C 2.12964 0.39083 -0.98253
C 1.25055 -0.03167 -2.00426
C 0.76226 0.82159 -3.12644
C 0.13992 -2.22459 -2.74379
C 3.53460 -0.78867 0.87663
C 2.75286 1.72929 -0.89627
V 0.67708 -0.70876 0.82793
Cl 0.95164 -1.50801 2.67828
Cl -1.21843 -1.80065 0.32186
O 0.70640 1.03426 1.09000
H 0.96292 -3.86264 -0.54346
H 1.90344 -3.32170 0.87241
H 2.73269 -3.75194 -0.64250
H 3.33179 -1.59715 1.58278
H 3.54383 0.16931 1.41285
H 4.53358 -0.94501 0.44932
H 3.07504 1.95199 0.12544
H 2.04228 2.49976 -1.21814
H 3.63454 1.79420 -1.55158
H 0.68842 1.87456 -2.81557
H -0.22512 0.49449 -3.48073
H 1.46721 0.76488 -3.97260
H -0.29566 -3.09268 -2.23646
H 0.74094 -2.59364 -3.58938
H -0.67635 -1.61955 -3.16223
H -0.23182 1.24510 1.38635
O -2.90679 1.28112 -2.03611
H -2.45233 0.85813 -1.25109
O -3.36231 0.47744 0.48843
C -2.85886 0.76987 1.58923
O -1.65357 0.64113 1.97301
C -3.77308 1.36784 2.65548
C -3.24512 2.31172 3.54285
C -4.06796 2.91118 4.51051
C -5.40430 2.52696 4.65889
C -5.91045 1.54332 3.80079
C -5.11079 0.97998 2.77447
N -7.26224 1.08375 3.98429
O -7.93869 1.58854 4.90642
O -7.70918 0.19917 3.22642
N -3.52091 3.97501 5.32489
O -2.33183 4.31551 5.14690
O -4.26623 4.51683 6.16913
H -2.19970 2.59535 3.48753
H -6.02510 2.96449 5.43106
H -5.54126 0.24987 2.08996
*
```

The expectation value of S² is 0.79. As for the HOMO-LUMO gap (spin up / spin down): 2.65 / 2.66 eV. The LUMO energy (spin up / spin down) is 3.33 / 3.33 eV. The molar mass comes out at 502.20 g/mol. The highest occupied orbital energy (spin up / spin down) is 0.680 / 0.678 eV. The energy relative to the best compared isomer or geometry (same formula, charge and spin) is 0.793 eV.

***

Density functional theory data (ωB97M-V/def2-TZVPD) for a 12-piece molecular cluster, C17H20Cl34F5O6P2S2 overall.

Geometry as ORCA input:
```
! wB97M-V def2-TZVPD RIJCOSX def2/J DEFGRID3
* xyz -1 1
O -7.47164 -0.25073 -1.19968
C -6.39371 0.25717 -1.24906
Cl -5.72882 0.99588 0.21868
C -5.55370 0.33578 -2.48644
C -4.17362 -0.28186 -2.30228
O -3.20837 0.44013 -1.61559
P -1.76247 -0.57742 -1.73145
P -0.84872 0.72741 -0.11154
S -0.21478 2.44292 -0.85178
S -0.00004 -2.05624 -1.69640
O -0.03146 -3.02265 -2.77205
O 1.23737 -1.29200 -1.63006
C -0.00816 -2.99748 -0.06008
F 1.25419 -3.12370 0.39757
F -0.72069 -2.27173 0.86044
C -0.66441 -4.40329 -0.09296
F -2.01085 -4.28637 -0.12719
F -0.33613 -5.03646 1.07260
F -0.26048 -5.18803 -1.09861
O -2.36195 -1.41091 -3.13351
C -3.43821 -0.67025 -3.58984
O -4.14144 -1.38998 -4.56183
H -6.07209 -0.30636 -3.18970
H -5.53545 1.35823 -2.85707
H -4.36586 -1.25648 -1.82436
H -1.06436 0.28811 -2.62457
H -2.41208 -1.47022 -0.82375
H -1.88362 0.99192 0.79857
H 0.17838 0.08225 0.59841
H -3.06427 0.27591 -4.01488
H -4.96768 -0.94032 -4.72719
C 4.26313 -4.73015 -1.49927
Cl 4.70633 -3.73212 -2.88122
Cl 4.84370 -3.99396 0.00666
Cl 2.52909 -4.99442 -1.42897
H 4.74819 -5.68716 -1.61316
C -4.34296 4.72680 1.34090
Cl -5.61398 4.40642 0.15855
Cl -4.43894 3.57881 2.68362
Cl -2.76778 4.69092 0.57543
H -4.50234 5.72119 1.74108
C 6.30071 -8.41307 -0.26789
Cl 5.18447 -8.97654 -1.50980
Cl 7.53420 -9.62851 0.07457
Cl 7.03790 -6.88386 -0.74285
H 5.73587 -8.24323 0.63845
C -9.21800 2.71585 3.17187
Cl -8.80552 2.86754 1.47205
Cl -8.31359 1.40393 3.93043
Cl -8.93676 4.24051 4.02443
H -10.27088 2.48338 3.24734
C -2.19340 8.70835 2.64046
Cl -0.86407 7.56863 2.48478
Cl -3.68316 8.03846 1.96371
Cl -2.44084 9.17443 4.32456
H -1.94577 9.59734 2.07766
C -10.28692 4.92917 -1.70295
Cl -11.35441 5.23809 -0.33012
Cl -8.60643 4.84034 -1.18637
Cl -10.76503 3.45590 -2.54776
H -10.38371 5.75686 -2.39116
C -5.72182 10.86314 6.34550
Cl -6.90136 10.00791 5.35347
Cl -4.46686 9.76437 6.91372
Cl -5.01651 12.21500 5.45625
H -6.23464 11.26243 7.20898
C 8.26337 -2.41031 -4.83241
Cl 7.09918 -2.26975 -6.14654
Cl 8.03634 -3.92479 -3.96860
Cl 9.92037 -2.25037 -5.44812
H 8.09161 -1.59573 -4.14181
C 11.11119 -3.09685 -0.76207
Cl 9.47596 -3.26712 -0.12915
Cl 11.08311 -2.89670 -2.51233
Cl 11.94567 -1.74471 0.01458
H 11.65902 -4.00029 -0.53169
C 15.81169 -2.31874 0.61951
Cl 15.24446 -3.95161 0.27670
Cl 15.94805 -2.05263 2.35722
Cl 17.34902 -2.00509 -0.18697
H 15.07912 -1.62505 0.22979
C 0.91095 -3.89234 4.34929
Cl 1.68912 -2.44771 3.71944
Cl 1.43767 -5.33855 3.48934
Cl 1.21811 -4.05518 6.08648
H -0.15679 -3.79244 4.21001
*
```

As for the HOMO-LUMO gap: 6.66 eV. The LUMO energy is 1.40 eV. The molar mass comes out at 1746.82 g/mol. The highest occupied orbital energy is -5.258 eV.

***

Density functional theory data (ωB97M-V/def2-TZVPD) for C17H20CoFN2O3Se2 as an isolated structure.

Geometry as ORCA input:
```
! wB97M-V def2-TZVPD RIJCOSX def2/J DEFGRID3
* xyz -1 2
Co -0.02906 0.08287 -0.33133
O 2.28427 -4.30564 -2.81304
C 1.68801 -3.22721 -3.53203
C 1.17524 -2.15704 -2.55435
C 0.58056 -1.09879 -3.48742
O 0.13860 0.04676 -2.79275
C 0.12574 -2.86039 -1.64976
Se -1.41139 -1.87186 -0.87455
C 2.41072 -1.66818 -1.76054
Se 2.41663 0.06844 -0.79803
H 2.63695 -4.93254 -3.44923
H 0.84635 -3.59479 -4.13321
H 2.42026 -2.77376 -4.21220
H -0.25339 -1.56591 -4.02916
H 1.35231 -0.81124 -4.21617
H -0.38919 0.60803 -3.36502
H 0.65083 -3.33295 -0.82425
H -0.34350 -3.66027 -2.22499
H 3.26212 -1.60675 -2.44212
H 2.64726 -2.42908 -1.02364
F -2.98931 5.22152 -1.77480
C -2.33205 4.06997 -1.43954
C -0.95457 4.07037 -1.41297
C -0.29528 2.89020 -1.06704
C -0.98489 1.71526 -0.74713
C -2.38264 1.77500 -0.80704
C -3.06727 2.94227 -1.14753
H -0.41223 4.97570 -1.66204
H 0.79029 2.88241 -1.06310
H -2.96176 0.87789 -0.60827
H -4.15011 2.97818 -1.19517
N 0.56836 0.70718 6.69230
C -0.56563 0.72198 5.92378
O -1.66064 0.89330 6.41670
C -0.37336 0.54721 4.44609
C -1.49985 0.43414 3.64627
C -1.35060 0.23344 2.28769
N -0.16002 0.15291 1.69092
C 0.92514 0.26910 2.45308
C 0.86270 0.46503 3.82431
H 0.40531 0.64137 7.68334
H 1.39703 0.25865 6.34320
H -2.47876 0.49274 4.10111
H -2.20769 0.11564 1.63759
H 1.87264 0.19228 1.92891
H 1.79583 0.56655 4.36312
*
```

The expectation value of S² is 0.85. As for the HOMO-LUMO gap (spin up / spin down): 5.62 / 5.62 eV. The LUMO energy (spin up / spin down) is 2.11 / 2.15 eV. The molar mass comes out at 536.21 g/mol. The highest occupied orbital energy (spin up / spin down) is -3.510 / -3.473 eV.

***

What did the fifth record say?
Density functional theory data (ωB97M-V/def2-TZVPD) for C17H20CoFN2O3Se2 as an isolated structure.

Geometry as ORCA input:
```
! wB97M-V def2-TZVPD RIJCOSX def2/J DEFGRID3
* xyz -1 2
Co -0.02906 0.08287 -0.33133
O 2.28427 -4.30564 -2.81304
C 1.68801 -3.22721 -3.53203
C 1.17524 -2.15704 -2.55435
C 0.58056 -1.09879 -3.48742
O 0.13860 0.04676 -2.79275
C 0.12574 -2.86039 -1.64976
Se -1.41139 -1.87186 -0.87455
C 2.41072 -1.66818 -1.76054
Se 2.41663 0.06844 -0.79803
H 2.63695 -4.93254 -3.44923
H 0.84635 -3.59479 -4.13321
H 2.42026 -2.77376 -4.21220
H -0.25339 -1.56591 -4.02916
H 1.35231 -0.81124 -4.21617
H -0.38919 0.60803 -3.36502
H 0.65083 -3.33295 -0.82425
H -0.34350 -3.66027 -2.22499
H 3.26212 -1.60675 -2.44212
H 2.64726 -2.42908 -1.02364
F -2.98931 5.22152 -1.77480
C -2.33205 4.06997 -1.43954
C -0.95457 4.07037 -1.41297
C -0.29528 2.89020 -1.06704
C -0.98489 1.71526 -0.74713
C -2.38264 1.77500 -0.80704
C -3.06727 2.94227 -1.14753
H -0.41223 4.97570 -1.66204
H 0.79029 2.88241 -1.06310
H -2.96176 0.87789 -0.60827
H -4.15011 2.97818 -1.19517
N 0.56836 0.70718 6.69230
C -0.56563 0.72198 5.92378
O -1.66064 0.89330 6.41670
C -0.37336 0.54721 4.44609
C -1.49985 0.43414 3.64627
C -1.35060 0.23344 2.28769
N -0.16002 0.15291 1.69092
C 0.92514 0.26910 2.45308
C 0.86270 0.46503 3.82431
H 0.40531 0.64137 7.68334
H 1.39703 0.25865 6.34320
H -2.47876 0.49274 4.10111
H -2.20769 0.11564 1.63759
H 1.87264 0.19228 1.92891
H 1.79583 0.56655 4.36312
*
```

The expectation value of S² is 0.85. As for the HOMO-LUMO gap (spin up / spin down): 5.62 / 5.62 eV. The LUMO energy (spin up / spin down) is 2.11 / 2.15 eV. The molar mass comes out at 536.21 g/mol. The highest occupied orbital energy (spin up / spin down) is -3.510 / -3.473 eV.